The following is a quantum chemistry calculation of 2 unconnected molecules or ions with the total composition C8H20 in a non-equilibrium geometry, from the OMol25 dataset.

Properties
- Structure (SMILES): CCCC.CCCC
- Multiplicity: 1

Last column: Löwdin charge in e.
Positions of all 28 atoms, in Å:
C  -3.022  1.372  -2.323  -0.11
C  -2.493  0.079  -1.592  -0.27
C  -2.206  0.279  -0.084  -0.27
C  -1.816  -1.030  0.648  -0.12
H  -3.968  1.683  -1.879  0.06
H  -3.168  1.219  -3.372  0.05
H  -2.373  2.273  -2.189  0.08
H  -1.584  -0.226  -2.120  0.10
H  -3.250  -0.653  -1.745  0.09
H  -3.209  0.587  0.343  0.11
H  -1.487  1.112  0.024  0.10
H  -2.583  -1.809  0.526  0.07
H  -1.758  -0.922  1.736  0.06
H  -0.874  -1.335  0.176  0.06
C  2.686  -1.813  1.955  -0.12
C  2.396  -0.347  1.564  -0.29
C  2.382  0.004  0.085  -0.33
C  2.099  1.432  -0.259  -0.14
H  1.936  -2.477  1.515  0.06
H  2.652  -1.977  3.026  0.05
H  3.730  -2.195  1.668  0.09
H  3.150  0.284  2.069  0.10
H  1.392  0.012  2.025  0.13
H  1.711  -0.707  -0.391  0.10
H  3.358  -0.233  -0.337  0.11
H  1.087  1.819  0.047  0.07
H  2.176  1.571  -1.361  0.07
H  2.905  2.118  0.273  0.11

***

The following is a quantum chemistry calculation of 2 unconnected molecules or ions with the total composition C8H20BN in a non-equilibrium geometry, from the OMol25 dataset.

Properties
- Structure (SMILES): CC[C@H](C)BN.C/C=C/C
- Multiplicity: 1

Last column: Löwdin charge in e.
Positions of all 30 atoms, in Å:
C  2.290  1.303  -1.373  -0.07
C  2.758  -0.139  -0.796  -0.21
C  2.232  -0.317  0.641  -0.36
C  2.905  -1.527  1.298  -0.08
B  0.675  -0.462  0.643  -0.28
N  -0.051  -1.038  -0.461  0.20
H  3.038  1.755  -2.045  0.06
H  2.170  1.990  -0.514  0.07
H  1.271  1.129  -1.798  0.07
H  2.443  -0.988  -1.318  0.07
H  3.830  -0.053  -0.759  0.09
H  2.627  0.485  1.182  0.10
H  3.964  -1.278  1.258  0.07
H  2.818  -2.453  0.729  0.08
H  2.736  -1.665  2.349  0.07
H  0.042  0.110  1.405  0.06
H  0.570  -1.486  -1.032  0.03
H  -1.023  -1.201  -0.541  0.02
C  -3.619  -1.000  -1.229  -0.13
C  -3.029  -0.361  -0.036  -0.22
C  -2.746  0.973  -0.129  -0.18
C  -2.228  1.827  1.018  -0.12
H  -3.017  -0.692  -2.094  0.08
H  -4.624  -0.624  -1.191  0.07
H  -3.514  -2.127  -1.307  0.09
H  -2.723  -0.771  0.851  0.07
H  -3.271  1.616  -0.927  0.13
H  -1.199  2.048  0.798  0.04
H  -2.392  1.383  2.006  0.08
H  -2.765  2.826  0.836  0.09

***

Number 1: HOMO energy -11.0419 eV. Number 2: HOMO energy -8.9528 eV.